8
Properties=species:S:1:pos:R:3 method="wB97M-V/def2-TZVPD" homo_energy_ev="-8.89 / -7.87" multiplicity=1 orbital_gap_ha="0.29331 / 0.26986" e_lumo_ev="-0.91 / -0.52"
C 1.343 -1.375 0.433
Si -3.591 0.316 -0.687
Cl -3.094 1.226 0.968
Cl -4.641 -1.332 -0.386
Br -0.367 -0.682 0.827
H 1.222 -2.271 0.004
H 2.091 -0.642 0.018
H -4.372 1.060 -1.543